Here is one molecule with the formula C5H8OS from the Open Molecules 2025 dataset. Energies are from the ωB97M-V functional and the def2-TZVPD basis.

The geometry in XYZ format:
```
15
Properties=species:S:1:pos:R:3:forces:R:3:lowdin_charge:R:1
C -0.176832 2.493549 -0.908701 -0.9 0.4 0.9 -0.41
S -0.215790 0.810546 -1.547102 -0.1 -0.1 -0.8 0.90
C 0.014423 -0.335584 -0.225557 0.4 1.0 -0.3 -0.61
C 0.768490 0.138404 0.949876 0.1 0.2 0.4 -0.10
C -0.390792 -1.573221 -0.462271 -0.5 -2.2 0.0 -0.12
C -0.468326 -2.733376 0.494417 0.0 0.4 0.2 -0.26
O -0.862818 -3.847876 0.211750 0.3 0.9 -0.3 0.03
H -1.012314 2.690001 -0.178953 0.9 -0.2 -0.7 0.06
H -0.344564 3.145293 -1.774581 0.0 -0.3 0.1 0.03
H 0.769376 2.795009 -0.477114 0.2 -0.1 0.2 0.03
H 1.033557 -0.678843 1.581258 0.2 -0.6 0.5 0.06
H 1.700422 0.651075 0.691367 -0.2 0.0 -0.2 0.09
H 0.170265 0.813682 1.533708 -0.2 0.5 0.3 0.08
H -0.749266 -1.845195 -1.452348 -0.3 0.2 0.1 0.10
H -0.235830 -2.523465 1.564251 0.1 0.1 -0.3 0.12
```
Positions in Å, forces in eV/Å.

The value obtained for the HOMO-LUMO gap is 8.935 eV. For the relative energy (zero: lowest compared OMol25 entry of this formula, charge and spin), the calculation gives 92.2 kJ/mol. The calculation puts the largest force on an atom at 2.213 eV/A. As for the LUMO energy: 0.3 eV. Its SMILES is CS/C(C)=C/C=O. As for the total energy: -668.70342 hartree.


Here is one molecule with the formula C5H8OS from the Open Molecules 2025 dataset. Energies are from the ωB97M-V functional and the def2-TZVPD basis.

The geometry in XYZ format:
```
15
Properties=species:S:1:pos:R:3:forces:R:3:lowdin_charge:R:1
C 0.693472 3.068037 -0.165312 -0.4 0.3 0.0 -0.08
C -0.216729 1.878353 -0.476839 0.7 -0.3 -0.2 -0.35
C 0.188502 0.866100 -1.560949 1.6 1.2 0.8 -0.11
C 0.344451 0.540023 -0.087820 -0.8 -0.6 0.6 -0.58
S -0.702756 -0.702474 0.736964 0.5 0.2 -0.6 0.94
C 0.149051 -2.203911 0.202494 0.6 2.4 -0.7 -0.60
O -0.003493 -3.237018 0.732187 -0.4 -1.9 0.7 0.00
H 0.533247 3.816014 -0.962233 0.2 0.1 0.6 0.08
H 1.743843 2.784470 -0.184884 0.1 -0.2 -0.3 0.07
H 0.566337 3.498506 0.865758 -0.4 -0.3 -1.1 0.09
H -1.276093 2.067047 -0.419319 -0.2 -0.1 0.3 0.12
H 1.140260 1.094000 -2.088219 -0.9 -0.3 0.2 0.11
H -0.578495 0.381939 -2.134782 -0.2 -0.1 0.0 0.10
H 1.302381 0.625681 0.427910 -0.1 -0.2 -0.6 0.10
H 0.888077 -2.023554 -0.622598 -0.4 0.0 0.2 0.10
```
Positions in Å, forces in eV/Å.

The value obtained for the HOMO-LUMO gap is 10.369 eV. For the relative energy (zero: lowest compared OMol25 entry of this formula, charge and spin), the calculation gives 107.4 kJ/mol. The calculation puts the largest force on an atom at 2.529 eV/A. As for the LUMO energy: 0.9 eV. Its SMILES is C[C@H]1C[C@@H]1SC=O. As for the total energy: -668.69762 hartree.


Here is a 2-piece molecular cluster, C5H8OS2 overall from the Open Molecules 2025 dataset. Energies are from the ωB97M-V functional and the def2-TZVPD basis.

The geometry in XYZ format:
```
16
Properties=species:S:1:pos:R:3:forces:R:3:lowdin_charge:R:1
C -1.048284 2.502698 0.745116 1.5 0.0 -0.2 -0.19
C 1.777884 -0.553097 0.471837 0.2 -0.6 -0.2 0.03
C -0.302550 1.945454 1.914405 0.3 1.4 0.0 -0.76
C 0.855120 -0.735715 -0.270029 -0.3 -0.6 0.0 -0.36
C 0.027881 -2.757996 -1.678291 -0.4 -1.5 2.8 -0.27
O -0.318769 -0.257823 -2.466342 -0.4 0.0 -0.4 -0.53
S -0.452000 0.421415 2.320489 0.2 -0.7 0.9 0.71
S -0.519641 -1.117698 -1.285904 0.3 1.0 0.1 0.81
H -1.678364 3.265512 1.257271 0.1 -0.1 -1.2 0.08
H -1.580052 1.632847 0.294753 0.0 1.2 0.0 0.06
H 2.639101 -0.604928 1.087540 0.1 0.4 0.2 0.04
H -0.222923 2.937432 0.031552 -1.9 -0.4 1.1 0.12
H 0.298200 2.732826 2.464388 -0.4 -1.2 -0.4 0.08
H -0.634908 -3.288891 -2.350166 0.1 0.2 -0.2 0.06
H 0.102390 -3.327026 -0.692344 -1.0 0.6 -0.8 0.09
H 1.056915 -2.795009 -1.844276 1.6 0.3 -1.6 0.03
```
Positions in Å, forces in eV/Å.

The value obtained for the HOMO-LUMO gap is 8.845 eV. For the relative energy (zero: lowest compared OMol25 entry of this formula, charge and spin), the calculation gives 468.2 kJ/mol. The calculation puts the largest force on an atom at 3.183 eV/A. As for the LUMO energy: 0.2 eV. As for the total energy: -1066.75303 hartree.


Here is a 2-piece molecular cluster, C5H8OSi overall from the Open Molecules 2025 dataset. Energies are from the ωB97M-V functional and the def2-TZVPD basis.

The geometry in XYZ format:
```
15
Properties=species:S:1:pos:R:3:forces:R:3:lowdin_charge:R:1
C 2.318522 0.975381 0.217742 0.3 2.3 0.5 -0.06
C 1.962052 2.292089 0.196041 -0.4 -3.1 -0.9 -0.12
C 1.149954 0.238957 -0.013942 -0.4 -0.9 -0.4 -0.29
C 0.169105 1.210651 -0.243765 -0.5 -4.1 0.0 -0.07
C 1.153064 -1.265198 0.116511 0.6 0.8 2.3 -0.06
O 0.670405 2.382181 -0.163920 -0.5 2.9 0.4 0.00
Si -2.962385 0.257265 -0.252020 2.1 -1.4 0.5 0.67
H 3.326283 0.728113 0.474670 0.2 -0.8 0.1 0.11
H 2.469717 3.137895 0.387572 1.5 2.8 0.4 0.08
H 1.876152 -1.634440 0.953062 -1.4 0.8 -1.3 0.12
H 0.159537 -1.545188 0.337893 -1.2 -0.6 0.8 0.03
H 1.363048 -1.848180 -0.719716 0.8 -0.5 -1.9 0.04
H -3.305963 1.416048 0.570701 -0.1 0.2 -0.4 -0.16
H -2.448001 -0.951258 0.574247 -0.6 1.0 -0.7 -0.14
H -2.645814 0.075988 -1.702134 -0.4 0.5 0.5 -0.15
```
Positions in Å, forces in eV/Å.

The value obtained for the HOMO-LUMO gap (alpha / beta) is 6.416 / 7.435 eV. For the relative energy (zero: lowest compared OMol25 entry of this formula, charge and spin), the calculation gives 537.6 kJ/mol. The calculation puts the largest force on an atom at 4.101 eV/A. As for the LUMO energy (alpha / beta): -1.2 / -0.8 eV. As for the total energy: -559.81669 hartree.


Here is one molecule with the formula C5H8P4 from the Open Molecules 2025 dataset. Energies are from the ωB97M-V functional and the def2-TZVPD basis.

The geometry in XYZ format:
```
17
Properties=species:S:1:pos:R:3:forces:R:3:lowdin_charge:R:1
C -3.189050 0.302279 0.027903 2.0 -0.1 -0.4 -0.68
P -2.179071 1.678174 -0.001679 -1.5 -1.2 0.1 0.94
C -0.679003 0.740270 -0.053470 1.2 -0.6 0.9 -0.69
C -0.670238 -0.617701 0.026976 -2.9 0.4 1.2 -0.75
P -2.421745 -1.299182 0.269851 2.4 0.4 -0.5 0.81
P 0.575259 -1.865410 0.033418 1.9 -0.6 -1.4 0.80
C 2.071722 -0.778874 -0.047193 -1.4 0.7 -2.8 -0.71
P 1.961638 0.764604 0.884778 0.0 -0.6 1.5 0.81
C 0.597134 1.522724 -0.058676 1.2 0.9 -1.7 -0.52
H -4.189782 0.218055 0.273076 -2.2 0.7 0.1 -0.06
H -2.252485 -2.116416 -0.921645 -0.8 0.7 0.3 -0.05
H 0.814482 -2.224858 1.329704 -0.6 -0.1 1.3 -0.08
H 3.073394 -1.157426 -0.033656 0.3 -0.9 0.3 0.02
H 1.967540 -0.306610 -1.093757 0.4 -1.1 1.0 0.04
H 3.064393 1.087806 0.128434 0.6 1.4 -0.3 -0.07
H 0.856904 1.507799 -1.182367 0.1 0.9 1.5 0.11
H 0.598907 2.544765 0.418309 -0.7 -0.7 -1.1 0.07
```
Positions in Å, forces in eV/Å.

The value obtained for the HOMO-LUMO gap is 7.738 eV. For the relative energy (zero: lowest compared OMol25 entry of this formula, charge and spin), the calculation gives 0.0 kJ/mol. The calculation puts the largest force on an atom at 3.194 eV/A. As for the LUMO energy: -0.7 eV. Its SMILES is c1pc2c([pH]1)PCPC2. As for the total energy: -1560.61522 hartree.


Here is C5H8P4 as an isolated structure from the Open Molecules 2025 dataset. Energies are from the ωB97M-V functional and the def2-TZVPD basis.

The geometry in XYZ format:
```
17
Properties=species:S:1:pos:R:3:forces:R:3:lowdin_charge:R:1
C 3.689539 0.377825 -0.006398 3.1 7.3 0.1 -0.93
C 0.965311 0.356156 -0.053162 1.2 -1.3 -1.3 -0.66
C 1.284204 -0.950307 -0.109036 1.8 2.0 0.5 -0.61
C -0.378646 1.025960 0.127312 0.0 -1.0 -0.9 -0.45
C -1.512675 -1.540517 -0.120419 0.5 1.9 1.2 -0.66
P 3.644243 -1.253429 -0.109905 -3.2 -5.0 -0.4 0.77
P 2.401099 1.437000 -0.394237 -0.7 -0.1 1.6 0.87
P 0.190184 -2.328585 -0.120522 -0.6 -1.0 -0.7 0.78
P -1.680538 0.162512 -1.024932 1.2 -0.6 1.5 0.85
H 4.728877 0.966817 0.087540 -2.3 -1.5 -0.1 0.05
H -0.445940 0.921312 1.198466 -1.2 0.3 0.5 0.08
H -0.306387 2.065261 -0.153663 -0.1 0.4 0.1 0.04
H -2.368323 -2.109333 -0.422608 0.0 -0.9 -0.3 0.00
H -1.628857 -1.396085 0.998573 -0.2 0.1 -1.1 0.04
H 2.185850 2.283639 0.775792 0.5 0.2 -0.7 -0.02
H 0.498888 -2.362799 -1.504447 -0.4 -0.6 -0.2 -0.05
H -2.925457 0.589739 -0.456315 0.4 -0.1 0.2 -0.09
```
Positions in Å, forces in eV/Å.

The value obtained for the HOMO-LUMO gap (alpha / beta) is 6.386 / 5.500 eV. The calculation puts the largest force on an atom at 7.926 eV/A. Its spin multiplicity is 3. As for the LUMO energy (alpha / beta): 0.2 / -2.9 eV. As for the total energy: -1560.47776 hartree.


Here is C5H8S as an isolated structure from the Open Molecules 2025 dataset. Energies are from the ωB97M-V functional and the def2-TZVPD basis.

The geometry in XYZ format:
```
14
Properties=species:S:1:pos:R:3:forces:R:3:lowdin_charge:R:1
C -0.597623 1.250656 0.023867 0.6 0.9 -0.8 -0.43
C 0.301768 -1.005648 -0.086946 0.9 -2.7 -0.3 -0.63
C 1.103407 -0.127320 -1.032523 -0.9 0.3 -0.7 -0.17
C 0.884051 0.872434 0.079262 -0.7 0.1 1.1 -0.36
C 0.967561 -0.349440 1.105658 2.6 1.5 -1.3 -0.14
H -0.821013 1.875504 -0.850154 0.0 -0.4 -0.1 0.08
H -0.955023 1.810554 0.854275 -0.1 0.3 1.0 0.06
H 0.391006 -2.064913 -0.303241 -0.5 -0.3 0.5 0.10
H 2.140900 -0.410506 -1.143467 0.2 -0.2 0.1 0.11
H 0.643431 0.059243 -2.014822 0.2 0.1 0.3 0.12
H 1.578284 1.643769 0.203588 0.8 1.5 0.2 0.11
H 0.460312 -0.211215 2.059163 0.2 -0.4 0.0 0.10
H 2.117740 -0.529167 1.108247 -2.0 -0.2 0.6 0.14
S -1.344414 -0.376085 -0.028093 -1.5 -0.4 -0.6 0.89
```
Positions in Å, forces in eV/Å.

The value obtained for the HOMO-LUMO gap is 9.357 eV. For the relative energy (zero: lowest compared OMol25 entry of this formula, charge and spin), the calculation gives 105.6 kJ/mol. The calculation puts the largest force on an atom at 3.307 eV/A. As for the LUMO energy: 1.0 eV. As for the total energy: -593.44800 hartree.


Here is C5H8S as an isolated structure from the Open Molecules 2025 dataset. Energies are from the ωB97M-V functional and the def2-TZVPD basis.

The geometry in XYZ format:
```
14
Properties=species:S:1:pos:R:3:forces:R:3:lowdin_charge:R:1
C 0.493226 -0.274246 1.229659 4.3 2.7 0.9 -0.32
C -0.388282 -0.295618 0.119952 -6.7 -2.8 -0.6 -0.71
C -0.795039 -1.579739 -0.209147 1.3 -0.7 -3.6 0.01
C -1.113988 0.889125 -0.292602 -2.8 1.8 -1.2 -0.16
C -2.489439 1.088322 -0.565438 5.2 -2.5 1.9 0.06
H 2.971580 0.384014 0.517246 -0.7 0.0 -0.5 -0.15
H 0.659337 0.375289 2.194635 -1.1 -0.4 -2.5 0.14
H 0.682235 -1.248748 1.520689 0.6 -1.8 0.7 0.02
H -0.126452 -2.298307 0.352475 -1.4 -0.1 -1.2 0.05
H -1.230599 -2.019409 -1.548771 1.2 1.7 4.7 0.20
H -0.433147 1.722213 -0.328591 -0.2 0.8 0.0 0.07
H -2.821186 2.080266 -0.547210 -0.8 1.1 -0.6 0.03
H -3.077129 0.197573 -0.405267 -0.6 0.3 -0.3 0.05
S 1.821031 0.115003 -0.215609 1.7 0.0 2.2 0.71
```
Positions in Å, forces in eV/Å.

The value obtained for the HOMO-LUMO gap is 8.875 eV. For the relative energy (zero: lowest compared OMol25 entry of this formula, charge and spin), the calculation gives 489.1 kJ/mol. The calculation puts the largest force on an atom at 7.291 eV/A. As for the LUMO energy: 0.2 eV. As for the total energy: -593.30195 hartree.